[1]
The following is a DFT calculation (ωB97M-V/def2-TZVPD) of C39H51Cl2F4N7O2PSn as an isolated structure.

Last column: Mulliken charge in e.
Cartesian coordinates (Å):
Sn (-0.826, 0.385, 0.202)  1.24
C (-3.530, -1.065, -0.292)  -1.27
N (-2.409, -1.343, 0.622)  0.66
C (-1.883, -2.690, 0.352)  -1.07
C (-2.868, -1.218, 2.026)  -1.53
C (-1.802, -0.655, 2.940)  1.15
N (-1.583, 0.712, 2.553)  0.36
C (-2.013, 1.794, 3.210)  -0.01
C (-2.125, 3.002, 2.473)  -0.11
F (-1.887, 2.972, 1.150)  0.09
C (-2.503, 4.183, 3.061)  -0.10
F (-2.620, 5.275, 2.302)  -0.31
C (-2.760, 4.251, 4.420)  -0.60
C (-2.641, 3.098, 5.176)  0.05
F (-2.857, 3.140, 6.488)  -0.30
C (-2.293, 1.893, 4.603)  0.26
F (-2.160, 0.825, 5.399)  -0.26
H (-4.319, -1.811, -0.160)  0.41
H (-3.177, -1.084, -1.319)  0.32
H (-3.940, -0.079, -0.077)  0.45
H (-2.691, -3.421, 0.435)  0.40
H (-1.106, -2.944, 1.078)  0.55
H (-1.467, -2.732, -0.655)  0.26
H (-3.177, -2.198, 2.402)  0.29
H (-3.748, -0.575, 2.053)  0.41
H (-0.868, -1.208, 2.795)  -1.06
H (-2.113, -0.796, 3.967)  0.96
H (-3.041, 5.186, 4.883)  0.53
Cl (-1.380, -3.825, 3.871)  -0.19
C (-0.704, -2.919, 5.199)  1.16
C (-1.319, -2.989, 6.438)  -0.63
C (-0.888, -2.164, 7.464)  -0.59
C (0.132, -1.251, 7.224)  -0.60
C (0.743, -1.214, 5.986)  0.66
Cl (2.003, -0.051, 5.698)  -0.22
C (0.385, -2.086, 4.953)  -1.10
N (1.025, -2.090, 3.729)  0.63
C (1.467, -3.286, 3.111)  0.22
C (1.831, -4.394, 3.862)  -0.31
C (2.346, -5.516, 3.232)  -0.83
C (2.522, -5.524, 1.852)  -0.94
C (2.142, -4.414, 1.113)  -0.83
C (1.591, -3.300, 1.731)  0.30
C (1.039, -2.154, 0.948)  2.25
C (1.760, -0.818, 1.076)  0.80
O (2.902, -0.684, 1.415)  -0.59
O (1.018, 0.225, 0.711)  -0.69
H (-2.141, -3.675, 6.577)  0.45
H (-1.355, -2.215, 8.436)  0.43
H (0.466, -0.571, 7.993)  0.47
H (1.583, -1.271, 3.521)  0.11
H (1.736, -4.364, 4.940)  0.54
H (2.628, -6.376, 3.822)  0.40
H (2.940, -6.388, 1.358)  0.44
H (2.252, -4.416, 0.036)  0.54
H (-0.006, -1.984, 1.277)  -3.59
H (1.009, -2.406, -0.120)  0.45
N (-0.852, 0.301, -1.707)  -0.54
P (0.238, 1.033, -2.645)  -1.04
N (1.670, 0.238, -2.842)  0.57
C (1.454, -1.198, -3.090)  0.57
C (2.631, -1.827, -3.828)  -0.82
C (3.974, -1.302, -3.301)  -0.80
C (3.790, -0.680, -1.925)  -0.76
C (2.873, 0.534, -2.022)  -0.82
N (-0.480, 0.955, -4.120)  0.93
C (0.299, 1.051, -5.369)  -0.68
C (-0.377, 0.238, -6.460)  -0.92
C (-1.752, 0.826, -6.798)  -0.56
C (-2.369, 1.503, -5.569)  -1.07
C (-1.933, 0.807, -4.290)  -0.47
N (0.623, 2.566, -2.165)  1.31
C (1.896, 3.234, -2.506)  -0.64
C (1.682, 4.720, -2.734)  -1.15
C (1.177, 5.390, -1.456)  -0.76
C (0.121, 4.508, -0.762)  -0.59
C (-0.443, 3.475, -1.724)  -0.82
H (0.545, -1.306, -3.683)  0.52
H (1.264, -1.714, -2.139)  -1.05
H (2.537, -1.644, -4.899)  0.28
H (2.568, -2.909, -3.689)  0.43
H (4.373, -0.541, -3.976)  0.31
H (4.710, -2.106, -3.270)  0.45
H (4.743, -0.333, -1.523)  0.48
H (3.414, -1.414, -1.206)  0.04
H (3.440, 1.329, -2.508)  0.37
H (2.590, 0.881, -1.031)  0.52
H (1.311, 0.695, -5.179)  0.45
H (0.379, 2.098, -5.689)  0.36
H (-0.477, -0.794, -6.112)  0.26
H (0.262, 0.210, -7.343)  0.45
H (-2.412, 0.035, -7.160)  0.33
H (-1.660, 1.550, -7.610)  0.31
H (-3.458, 1.496, -5.633)  0.41
H (-2.064, 2.551, -5.516)  0.26
H (-2.201, -0.255, -4.335)  0.26
H (-2.439, 1.222, -3.423)  0.41
H (2.314, 2.779, -3.408)  0.53
H (2.618, 3.095, -1.697)  0.25
H (0.972, 4.865, -3.551)  0.32
H (2.624, 5.165, -3.058)  0.45
H (0.759, 6.368, -1.694)  0.33
H (2.016, 5.565, -0.780)  0.34
H (-0.696, 5.120, -0.376)  0.54
H (0.559, 3.979, 0.090)  0.03
H (-0.911, 3.973, -2.581)  0.30
H (-1.230, 2.892, -1.250)  0.61

For the total energy, the calculation gives -106826.1842 eV. As for the spin multiplicity: 1. Its frontier orbital gap is 0.21415 hartree. Its total charge is +1.



[2]
The following is a DFT calculation (ωB97M-V/def2-TZVPD) of C39H51LaN9O4SSi as an isolated structure.

Last column: Mulliken charge in e.
Cartesian coordinates (Å):
La (0.781, -1.165, 0.360)  1.65
C (5.504, -2.416, 1.802)  -0.61
O (4.628, -3.272, 2.556)  -0.44
C (4.011, -4.172, 1.701)  -0.08
C (4.405, -5.446, 1.646)  -0.42
C (3.859, -6.314, 0.712)  -0.70
C (3.000, -5.875, -0.281)  -0.86
C (2.619, -4.514, -0.296)  -0.10
C (1.949, -3.952, -1.477)  -0.96
N (1.453, -2.767, -1.515)  0.81
N (1.124, -2.262, -2.780)  -0.69
C (1.113, -0.948, -2.758)  -0.13
O (1.244, -0.184, -1.730)  -0.89
C (1.052, -0.232, -4.081)  0.85
C (0.414, -0.744, -5.204)  -0.14
C (0.450, -0.032, -6.411)  -0.87
C (1.231, 1.111, -6.514)  -0.43
C (1.891, 1.599, -5.397)  -0.78
C (1.799, 0.950, -4.186)  -0.05
C (3.013, -3.663, 0.785)  1.02
O (2.652, -2.433, 0.911)  -0.27
H (5.946, -1.644, 2.446)  0.26
H (4.903, -1.887, 1.051)  0.09
H (6.333, -3.008, 1.369)  0.36
H (5.174, -5.762, 2.327)  0.44
H (4.076, -7.333, 0.766)  0.43
H (2.659, -6.535, -1.084)  0.39
H (2.022, -4.482, -2.431)  0.37
H (-0.041, -1.751, -5.100)  0.36
H (-0.075, -0.422, -7.283)  0.38
H (1.239, 1.581, -7.497)  0.36
H (2.512, 2.447, -5.579)  0.41
H (2.324, 1.328, -3.332)  0.47
C (-3.160, 1.850, 3.569)  -1.50
N (-2.034, 1.212, 2.865)  0.98
C (-2.102, -0.242, 2.698)  -0.93
C (-1.329, 1.965, 1.976)  -1.29
N (-0.716, 1.411, 0.960)  1.28
C (0.253, 2.138, 0.231)  -0.57
C (1.358, 2.561, 0.896)  -0.49
C (2.341, 3.304, 0.182)  -1.42
C (2.049, 3.740, -1.063)  -1.03
C (0.874, 3.343, -1.779)  1.36
C (0.522, 3.923, -3.006)  -1.10
C (-0.660, 3.527, -3.593)  -1.04
C (-1.464, 2.505, -3.093)  -0.66
C (-1.087, 1.835, -1.942)  0.27
N (-1.652, 0.617, -1.685)  0.81
C (-2.947, 0.400, -1.806)  -0.16
N (-3.350, -0.896, -2.127)  0.12
C (-4.550, -1.557, -1.589)  -0.94
C (-2.309, -1.812, -2.531)  -0.63
N (-3.951, 1.328, -1.617)  0.48
C (-3.732, 2.529, -0.848)  -1.53
C (-5.077, 1.357, -2.528)  -1.40
C (0.011, 2.413, -1.162)  0.50
N (-1.388, 3.334, 2.238)  0.73
C (-1.494, 4.316, 1.159)  -0.87
C (-0.810, 3.811, 3.483)  -0.92
H (-3.018, 2.058, 4.639)  0.29
H (-4.007, 1.190, 3.454)  0.45
H (-3.386, 2.789, 3.079)  0.44
H (-2.708, -0.530, 1.851)  0.36
H (-2.426, -0.722, 3.608)  0.49
H (-1.051, -0.545, 2.553)  -0.25
H (1.489, 2.285, 1.928)  0.72
H (3.254, 3.740, 0.639)  0.31
H (2.761, 4.455, -1.525)  0.31
H (1.119, 4.711, -3.419)  0.49
H (-0.994, 4.091, -4.465)  0.23
H (-2.182, 2.081, -3.746)  0.67
H (-4.905, -2.291, -2.346)  0.29
H (-5.314, -0.792, -1.394)  0.42
H (-4.349, -2.072, -0.632)  0.13
H (-1.667, -1.358, -3.326)  0.12
H (-2.722, -2.718, -2.882)  0.40
H (-1.680, -2.134, -1.698)  0.02
H (-2.789, 2.469, -0.307)  0.58
H (-4.486, 2.594, -0.081)  0.55
H (-3.776, 3.478, -1.450)  0.28
H (-5.218, 0.462, -3.098)  0.50
H (-5.052, 2.259, -3.193)  0.29
H (-6.009, 1.537, -1.938)  0.36
H (-2.366, 5.029, 1.222)  0.28
H (-1.522, 3.791, 0.238)  0.22
H (-0.546, 4.887, 1.109)  0.34
H (-1.159, 3.132, 4.325)  0.23
H (-1.119, 4.856, 3.650)  0.34
H (0.298, 3.792, 3.381)  0.21
S (-3.373, -4.139, 1.536)  -0.46
C (-1.966, -3.412, 1.162)  -0.02
N (-0.899, -3.022, 0.927)  -0.52
C (3.270, -0.355, 4.442)  -1.03
Si (1.508, -1.018, 4.046)  0.69
C (0.215, -0.517, 5.312)  -1.02
C (1.498, -2.903, 4.070)  -0.66
O (1.204, -0.447, 2.537)  -0.46
H (3.901, -0.792, 5.206)  0.38
H (3.159, 0.749, 4.571)  0.24
H (3.768, -0.491, 3.498)  0.13
H (0.721, -0.407, 6.306)  0.40
H (-0.573, -1.263, 5.531)  0.28
H (-0.235, 0.496, 5.149)  0.08
H (1.890, -3.273, 5.013)  0.44
H (2.084, -3.252, 3.191)  -0.19
H (0.497, -3.194, 3.939)  0.36

For the total energy, the calculation gives -82451.1655 eV. As for the spin multiplicity: 1. Its frontier orbital gap (alpha / beta) is 0.25901 / 0.25905 hartree. Its total charge is -1.



Short version: relative energy (zero: lowest compared OMol25 entry of this formula, charge and spin) = 39.5, 0.0 kcal/mol, in the order given.